1.
This record from the Open Molecules 2025 dataset describes a structure of composition C18H33CaN5O6 in a non-equilibrium geometry. The level of theory is the ωB97M-V functional and the def2-TZVPD basis.

The geometry in XYZ format:
```
63
Properties=species:S:1:pos:R:3:forces:R:3
O -1.707120 0.406162 -4.521566 1.0 -0.5 1.2
H -2.780676 -0.657324 -5.607091 -0.4 -1.2 -0.4
Ca 0.302185 0.346526 -1.479520 -2.5 -1.2 2.4
N 1.449826 -1.717133 -2.166270 -0.2 -1.8 0.8
N -0.675905 -1.736878 -0.745898 1.1 -2.5 -0.4
N 0.638066 2.709812 -1.034577 -0.7 1.5 1.3
N -1.444361 1.478214 -0.247852 -0.5 2.1 1.6
O 2.531503 -1.593988 -2.839321 0.6 -0.1 -0.5
O 1.760160 3.187978 -1.430167 0.3 0.2 -0.1
O -2.559540 0.783150 0.224290 -0.4 -0.2 -0.1
O -1.694464 -1.644670 0.098910 -1.0 -0.2 0.7
C -0.031027 -2.923322 -0.805440 -1.2 2.5 0.1
C 1.171538 -2.906935 -1.587651 0.5 2.1 -1.2
C -0.011896 3.312453 -0.015253 1.2 -0.9 -2.0
C -1.252155 2.667111 0.338968 0.2 -2.8 -1.1
C 2.056055 -4.087068 -1.695567 0.1 -0.3 -0.1
H 1.465685 -4.932314 -2.062596 0.2 -0.2 0.0
H 2.442041 -4.346538 -0.702914 0.1 -0.1 -0.1
H 2.893396 -3.894629 -2.373878 -0.2 0.0 0.2
C -0.468393 -4.151262 -0.077900 -0.3 0.0 0.2
H -0.478663 -5.017144 -0.756842 0.1 0.2 0.2
H -1.481843 -3.986293 0.305957 0.2 -0.1 0.0
H 0.202412 -4.388214 0.765613 -0.2 0.0 -0.3
C 0.551200 4.457788 0.740583 -0.1 0.3 0.1
C -2.148026 3.254062 1.375026 -0.4 0.1 -0.1
H 1.304516 4.979037 0.141048 -0.2 -0.2 0.1
H 1.019084 4.121908 1.677683 0.0 0.1 -0.2
H -0.258543 5.146454 0.999342 0.2 0.2 0.1
H -3.132725 2.791973 1.292588 0.1 0.1 0.2
H -2.231530 4.336133 1.203880 0.0 -0.3 0.2
H -1.760143 3.101915 2.395809 0.0 0.1 -0.3
H 2.170435 1.817703 -2.563911 -0.4 -0.4 0.3
H -2.307671 -0.189834 0.045893 -0.1 0.5 0.2
C -2.725220 0.484775 -5.458881 -0.5 3.0 0.3
H -2.371108 1.105556 -6.287207 -0.3 -0.1 -0.3
H -3.572641 0.941986 -4.937188 -0.1 -0.3 -0.3
H -3.416974 -0.164576 -6.248833 -0.1 -0.8 -0.3
O 1.794938 0.896668 -2.691287 3.0 1.5 -2.9
H -0.877823 0.545278 -4.981588 0.7 -0.1 0.0
H 2.443480 0.244161 -3.058960 -0.3 -0.1 0.4
C 0.249334 -2.093160 2.863089 -0.1 -0.2 0.2
N -0.851813 -1.160000 2.511811 0.2 0.3 0.0
C -2.082979 -1.494625 3.263820 0.1 0.0 0.0
C -0.472229 0.286491 2.757608 -0.5 -0.1 0.0
C 0.830931 0.660493 2.119398 1.2 1.7 1.3
C 1.704595 1.527586 2.822080 -0.4 -0.8 0.1
C 2.983693 1.781629 2.313291 -0.2 0.2 0.0
C 3.375751 1.203620 1.111205 0.1 -0.7 -0.6
C 2.469495 0.372521 0.401730 1.6 1.2 0.9
C 1.196203 0.227192 0.879421 -1.3 -2.1 -1.3
H 0.588073 -1.868688 3.881474 0.0 -0.1 -0.2
H 1.075335 -1.977345 2.161684 -0.2 0.1 0.0
H -0.134992 -3.120011 2.821675 0.1 0.3 0.0
H -1.092247 -1.292682 1.451490 0.0 0.0 0.0
H -1.903094 -1.323817 4.329064 -0.1 -0.1 -0.1
H -2.899723 -0.857179 2.921775 0.1 0.0 0.0
H -2.336217 -2.546028 3.096840 0.0 0.2 0.0
H -1.305199 0.891627 2.371989 0.1 -0.3 0.0
H -0.432306 0.418637 3.849830 0.0 -0.1 -0.2
H 1.366294 1.940147 3.782956 0.4 0.0 -0.2
H 3.668565 2.422792 2.867594 -0.2 -0.1 -0.2
H 4.383311 1.360085 0.700721 -0.4 0.0 0.3
H 2.811133 -0.137993 -0.508004 -0.1 0.4 0.2
```
Positions in Å, forces in eV/Å.

As for the LUMO energy (spin up / spin down): -3.1 / -3.0 eV. The calculation puts the energy at -2108.01792 Ha.

2.
This record from the Open Molecules 2025 dataset describes a structure of composition C18H33CoNP2S in a non-equilibrium geometry. The level of theory is the ωB97M-V functional and the def2-TZVPD basis.

The geometry in XYZ format:
```
56
Properties=species:S:1:pos:R:3:forces:R:3
Co 0.063942 -0.107361 0.176841 0.6 0.9 -1.0
H 1.625713 0.518884 0.364976 0.1 -1.2 0.3
H 1.688653 -0.329751 0.259469 0.5 0.7 0.2
P -0.010653 2.051856 -0.421766 0.3 2.2 0.7
P -0.084632 -2.168853 -0.503670 -0.1 -2.3 0.5
C -1.341731 -3.178006 0.382652 0.2 -0.2 -0.2
H -1.251621 -4.213023 0.023219 -0.2 0.1 0.2
H -1.150113 -3.143652 1.465114 -0.1 0.0 -0.4
H -2.349795 -2.794206 0.171758 0.2 -0.1 0.1
C -0.438325 -2.642018 -2.239063 0.1 -0.2 0.0
H 0.336446 -2.253176 -2.915314 -0.2 -0.1 0.2
H -0.452412 -3.741587 -2.284372 0.0 0.3 -0.2
H -1.419603 -2.255542 -2.553683 0.3 -0.1 0.1
C 1.424668 -3.136609 -0.100018 -0.3 -0.4 -0.3
H 1.610993 -3.068031 0.983839 -0.1 0.0 -0.4
H 1.239055 -4.186236 -0.383463 0.4 0.2 0.2
H 2.283514 -2.732786 -0.655994 -0.2 -0.2 0.2
C -0.519049 2.578840 -2.106865 -0.1 0.1 -0.1
H -0.459560 3.673171 -2.175809 0.0 -0.2 0.0
H 0.136981 2.153842 -2.874703 -0.1 0.0 0.2
H -1.550081 2.284873 -2.336576 0.2 -0.1 0.1
C -1.109915 3.066759 0.627937 0.0 0.4 -0.1
H -0.830746 2.942054 1.682435 -0.1 0.0 -0.2
H -1.020266 4.125749 0.345345 -0.1 -0.2 0.2
H -2.150783 2.751730 0.497626 0.2 0.0 0.1
C 1.571873 2.968203 -0.256199 -0.2 0.5 -0.1
H 2.330828 2.527148 -0.912007 -0.1 0.1 0.1
H 1.410603 4.022727 -0.533191 0.3 -0.3 0.1
H 1.913241 2.909531 0.785898 -0.1 0.0 -0.3
H 0.206056 -0.130670 -1.388991 -0.8 0.4 -0.6
H -0.722151 0.088799 -1.141718 -0.2 -0.5 -1.3
N -0.773288 -0.498726 1.765193 -0.7 -0.1 1.1
S 0.070789 -0.433787 3.207873 -1.2 -0.6 0.8
C -0.788042 0.896787 4.006610 0.4 0.4 -0.2
C -0.006768 1.785448 4.761684 -0.4 0.2 0.1
C -0.602282 2.882332 5.388607 0.0 -0.5 -0.3
C -1.989710 3.085548 5.255338 -0.1 0.1 0.0
C -2.762580 2.205322 4.480561 0.3 -0.1 0.3
C -2.160795 1.105598 3.852269 -0.5 0.3 0.5
C -0.350347 -1.936104 4.054727 0.8 1.0 -1.1
C -1.669856 -2.313339 4.307941 -1.0 -0.5 0.5
C -1.919931 -3.484105 5.037786 0.3 0.3 0.0
C -0.855548 -4.265970 5.513723 -0.3 -0.3 0.2
C 0.471191 -3.887766 5.230590 0.3 0.8 -0.6
C 0.721232 -2.734485 4.483674 0.1 -0.7 0.6
H -1.775027 -0.732333 1.821934 0.8 -0.1 0.3
H 1.062110 1.578143 4.829118 -0.2 0.2 0.1
H 0.020238 3.562174 5.971399 -0.3 -0.1 -0.1
H -2.458459 3.939299 5.767221 0.2 -0.5 -0.3
H -3.843154 2.369302 4.377648 0.5 -0.1 0.1
H -2.769091 0.412982 3.266902 0.2 0.4 0.1
H -2.490761 -1.677289 3.975042 0.1 -0.3 0.0
H -2.952170 -3.779951 5.254543 0.4 0.1 -0.1
H -1.045939 -5.168240 6.113876 0.0 0.5 -0.4
H 1.314897 -4.475401 5.590123 -0.2 0.0 -0.1
H 1.729163 -2.394699 4.236809 -0.1 -0.3 0.2
```
Positions in Å, forces in eV/Å.

As for the LUMO energy (spin up / spin down): 0.6 / 0.5 eV. The calculation puts the energy at -3223.81764 Ha. The spin multiplicity is 4. Its expectation value of S² is 3.827.

3.
This record from the Open Molecules 2025 dataset describes a cluster of 10 separate species, C18H33F14N13O28S14 in total in a non-equilibrium geometry. The level of theory is the ωB97M-V functional and the def2-TZVPD basis.

The geometry in XYZ format:
```
120
Properties=species:S:1:pos:R:3:forces:R:3
C -7.955695 5.121156 -17.571198 1.3 1.1 1.4
C -8.118890 5.392871 -19.090202 2.2 -2.2 1.9
N -9.443032 5.222396 -19.519494 -4.9 1.1 -0.8
C -9.971510 4.273004 -20.384713 -0.7 1.0 -0.5
C -11.316461 4.585183 -20.603721 1.4 -0.3 1.0
N -11.635140 5.647919 -19.756765 2.2 0.0 -0.8
C -10.487137 6.042426 -19.171344 0.6 -0.6 -0.1
C -12.894122 6.377725 -19.754288 -1.1 -0.2 -0.1
H -6.973675 4.719941 -17.310851 0.4 0.2 -0.8
H -8.507973 4.400175 -16.968042 -1.1 -0.1 -1.1
H -7.977250 6.035989 -16.976207 -0.4 0.2 -0.2
H -7.529411 4.573018 -19.504454 -0.2 0.1 -0.6
H -7.650226 6.312114 -19.438225 -0.4 0.2 0.2
H -9.269662 3.586042 -20.833967 -0.4 -0.4 0.0
H -12.065995 4.165466 -21.256259 0.1 -0.3 0.2
H -10.356266 6.923353 -18.560754 -0.2 -0.1 0.2
H -13.461993 6.192767 -18.842816 0.4 0.3 0.2
H -13.560377 6.004150 -20.532418 0.4 -0.3 -0.2
H -12.765244 7.435921 -19.975406 0.3 0.0 0.4
C -11.944171 0.675968 -12.628249 1.4 -0.2 -0.4
C -13.040842 0.370445 -13.623085 0.1 -1.2 1.9
N -12.953989 1.283471 -14.707558 -0.7 1.2 -2.8
C -13.373179 2.603103 -14.684927 0.0 0.2 1.0
C -13.086152 3.165231 -15.868197 0.4 0.8 -0.5
N -12.488066 2.234707 -16.644056 0.1 -3.6 1.0
C -12.485933 1.023277 -15.961446 0.0 2.6 0.4
C -11.993056 2.388778 -17.992325 0.1 0.6 -0.2
H -11.918661 0.029145 -11.753960 -0.5 0.1 -0.1
H -11.980921 1.720573 -12.320160 -0.1 0.0 0.1
H -11.001479 0.483824 -13.144716 0.2 0.3 0.1
H -13.929673 0.431198 -12.993337 -0.7 0.3 -0.9
H -12.939966 -0.625327 -14.053782 0.0 -0.1 0.2
H -13.775355 3.118535 -13.825795 -0.1 -0.4 0.1
H -13.148643 4.180997 -16.224998 -0.3 -0.1 0.3
H -12.112458 0.099315 -16.376793 0.0 -0.1 0.2
H -11.315315 1.582223 -18.262433 -0.5 -0.2 0.0
H -11.381878 3.291654 -18.041742 -0.1 0.2 0.2
H -12.854342 2.515286 -18.647077 0.3 -0.3 -0.3
C -15.826353 -3.712362 -15.248977 0.4 -0.7 -0.4
C -15.148508 -2.448521 -14.799366 0.1 1.0 -0.2
N -15.573679 -1.329336 -15.674297 -2.7 3.4 0.9
C -15.031407 -0.978160 -16.846687 0.0 -0.6 -3.3
C -15.700410 0.083187 -17.446778 0.6 -0.2 1.5
N -16.592064 0.564609 -16.474350 1.1 -3.4 0.6
C -16.537073 -0.357116 -15.475099 0.2 0.2 0.8
C -17.356760 1.789020 -16.426397 -0.1 1.5 -0.5
H -15.597522 -3.909894 -16.297295 0.0 0.2 -0.1
H -16.911406 -3.678510 -15.153246 0.0 0.1 0.2
H -15.408221 -4.575699 -14.730692 -0.2 0.1 0.3
H -14.064162 -2.434364 -14.915071 0.0 -0.6 -0.1
H -15.335060 -2.184161 -13.758550 -0.3 0.1 -0.1
H -14.419646 -1.721026 -17.338934 0.6 0.5 -0.1
H -15.628567 0.512977 -18.432327 0.3 -0.1 0.2
H -17.136618 -0.237871 -14.585193 0.2 -0.1 0.1
H -16.702935 2.620984 -16.689152 0.3 -0.1 0.3
H -17.751000 2.016581 -15.439102 0.1 -0.5 0.1
H -18.122174 1.898907 -17.194233 -0.2 -0.8 0.1
N -12.485097 -1.325569 -21.797166 1.5 2.2 2.6
S -13.699329 -2.165263 -21.445356 -7.6 -4.2 -0.4
O -14.997993 -1.509855 -21.215936 2.5 -0.4 -0.1
O -13.464818 -3.347832 -20.632956 0.3 1.1 -0.1
F -14.065094 -2.882080 -22.845378 1.0 0.4 -0.7
S -12.186475 -0.922134 -20.165327 3.5 1.1 2.9
O -11.220801 -1.814481 -19.537010 -1.6 1.3 -1.6
O -13.197176 -0.356998 -19.286439 -0.3 -1.3 -1.3
F -11.393628 0.447107 -20.361718 0.6 -0.2 -1.3
N -10.502953 -1.565494 -14.465927 -0.5 -2.5 3.8
S -10.801067 -2.945771 -13.562691 -1.9 -0.7 1.3
O -9.630107 -3.619238 -13.057667 -1.0 1.1 0.0
O -11.857495 -3.803759 -14.142673 1.9 1.6 1.6
F -11.547731 -2.192292 -12.312280 1.1 -1.0 -1.1
S -10.560904 -2.247477 -15.825590 -0.6 -0.2 -9.5
O -11.880007 -2.485834 -16.485903 2.2 1.0 2.2
O -9.544813 -3.193362 -16.259261 -0.9 0.5 1.8
F -10.046003 -0.905834 -16.594511 -0.4 -0.2 0.2
N -18.291234 3.324271 -12.880785 2.0 3.6 -0.8
S -17.019774 4.394187 -13.190870 0.5 3.2 -2.1
O -16.346898 4.281640 -14.495663 -1.9 -0.4 2.5
O -16.233484 4.802803 -12.059150 -0.6 -1.2 -0.5
F -17.951740 5.728516 -13.377316 0.0 -1.1 -0.2
S -17.477181 2.121912 -12.413850 1.7 -5.9 0.5
O -17.522874 1.750023 -11.030077 -0.1 0.9 -0.6
O -16.280027 1.761551 -13.172937 -0.6 1.3 0.9
F -18.429897 1.017590 -13.096036 -1.2 -0.7 0.0
N -7.482434 1.833240 -20.570258 -3.5 1.1 6.2
S -7.341007 1.261341 -18.988382 -3.3 0.5 3.3
O -6.521468 2.037829 -18.055002 -1.2 -0.7 -2.1
O -7.433686 -0.155394 -18.792420 1.1 0.9 -0.7
F -8.879178 1.660067 -18.654930 0.8 0.7 0.2
S -6.282476 1.176523 -21.082833 6.2 -1.9 -7.8
O -6.407160 -0.206366 -21.486816 0.8 0.7 1.3
O -4.993588 1.762246 -20.723126 -1.1 -1.3 0.5
F -6.488175 1.863238 -22.529126 0.3 0.4 -1.0
N -12.567934 6.374926 -16.378292 3.4 0.9 1.9
S -11.383512 6.935662 -15.331368 4.3 -0.1 1.1
O -11.450998 6.843762 -13.866890 -0.6 -0.2 -2.9
O -10.770454 8.133149 -15.835987 -0.2 -0.2 -0.3
F -10.345624 5.814439 -15.713170 0.4 -0.5 -0.1
S -13.622994 7.032433 -15.479811 -9.8 -0.7 3.0
O -13.615805 8.474775 -15.263198 0.9 -1.5 -0.1
O -14.178342 6.152202 -14.406327 2.2 2.5 -2.4
F -14.791855 6.895285 -16.566152 -0.2 0.1 -0.5
N -16.789241 2.259682 -19.364091 4.0 4.8 1.9
S -17.353550 1.894387 -20.699990 -4.0 -5.5 -4.4
O -16.410324 1.324561 -21.632687 -0.8 1.4 0.2
O -18.525969 2.598657 -21.169629 1.2 0.3 0.1
F -18.066744 0.530589 -20.116936 0.1 0.5 -0.1
S -15.664415 3.462366 -19.852460 2.1 0.4 1.8
O -16.164994 4.723525 -20.353093 -0.4 -1.2 0.8
O -14.460306 2.997980 -20.498071 -1.0 -0.1 0.3
F -15.049056 3.784392 -18.358556 -1.2 -0.2 -1.0
N -13.208032 0.874550 -9.227303 -1.9 3.4 -1.3
S -14.378149 -0.113301 -9.531047 -0.6 -4.7 0.6
O -14.510601 -0.650680 -10.868049 0.4 0.6 0.9
O -15.589983 0.050812 -8.787489 -0.1 0.5 -0.2
F -13.667793 -1.311549 -8.686209 0.0 -0.2 -0.5
S -14.055567 2.258244 -9.755446 1.5 4.1 2.0
O -14.969366 2.905262 -8.813409 1.5 -1.7 -1.1
O -14.358853 2.312458 -11.134724 -0.5 -0.9 -0.7
F -12.795337 3.314845 -9.738418 -0.2 -1.1 0.6
```
Positions in Å, forces in eV/Å.

As for the LUMO energy: 5.6 eV. The calculation puts the energy at -10496.76669 Ha. The relative energy (zero: lowest compared OMol25 entry of this formula, charge and spin) comes out at 83.70 kcal per mole. The net charge is -4.